Molecular formula: C58H74BrHgN5S3SbSi3
Method: DFT, the ωB97M-V functional and the def2-TZVPD basis

Values from the calculation:
spin multiplicity: 2
calculated total energy: -205683.11534 eV
total charge: -2
LUMO energy (spin up / spin down): 4.01 / 4.01 eV

Last column: Mulliken spin population.
Cartesian coordinates (Å):
Hg: 0.6191 -0.1777 0.2168  -0.013
N: 0.4284 1.3357 1.8829  -0.010
S: -0.5186 1.3775 2.9969  0.021
N: -1.6973 0.3469 3.2301  -0.008
S: -3.2123 0.2000 2.6714  -0.001
N: -3.3282 0.0872 1.0458  0.000
S: -2.6772 -0.9004 0.0125  0.005
N: -1.4118 -0.6369 -0.6807  -0.002
C: -2.7676 -2.6144 0.5916  0.001
C: -3.9023 -3.3991 0.5161  0.000
C: -3.8366 -4.7438 0.8558  0.000
C: -2.6386 -5.3039 1.2640  0.000
C: -1.4987 -4.5135 1.3245  0.000
C: -1.5573 -3.1783 0.9692  0.002
C: -3.9249 -0.8966 -1.2908  0.000
C: -4.5959 0.2859 -1.5662  0.000
C: -5.4082 0.3701 -2.6864  0.000
C: -5.5543 -0.7214 -3.5319  0.000
C: -4.8555 -1.8907 -3.2706  0.000
C: -4.0267 -1.9735 -2.1610  0.000
C: -3.2113 -1.8600 3.2277  0.001
C: -4.5240 -2.3427 3.2835  0.000
C: -4.9344 -3.2804 4.2141  0.000
C: -4.0378 -3.7588 5.1671  0.000
C: -2.7374 -3.2825 5.1508  0.000
C: -2.3356 -2.3521 4.1924  -0.002
C: -3.8689 2.0247 2.6945  -0.001
C: -3.9624 2.5905 3.9694  0.001
C: -4.8028 3.6541 4.2314  0.000
C: -5.6297 4.1595 3.2327  0.000
C: -5.5864 3.5775 1.9784  0.001
C: -4.7136 2.5253 1.7148  -0.003
C: -1.0055 3.1041 3.1831  -0.016
C: -0.7859 3.8778 4.3078  0.005
C: -1.0672 5.2393 4.2665  -0.002
C: -1.5519 5.8197 3.1064  0.003
C: -1.7408 5.0400 1.9729  -0.013
C: -1.4555 3.6893 2.0023  -0.026
C: 0.2888 1.0208 4.5849  -0.002
C: 1.6279 0.6882 4.4878  -0.005
C: 2.3266 0.3311 5.6372  -0.001
C: 1.6830 0.3243 6.8645  0.000
C: 0.3335 0.6567 6.9506  0.000
C: -0.3699 0.9943 5.8065  -0.002
H: -4.8518 -2.9617 0.2357  0.000
H: -4.7347 -5.3476 0.8120  0.000
H: -2.5945 -6.3486 1.5446  0.000
H: -0.5542 -4.9378 1.6398  0.000
H: -0.6678 -2.5640 1.0006  -0.003
H: -4.4548 1.1304 -0.9141  0.003
H: -5.9232 1.2982 -2.9006  0.000
H: -6.1955 -0.6533 -4.4028  0.000
H: -4.9348 -2.7364 -3.9421  0.000
H: -3.4425 -2.8686 -1.9873  0.000
H: -5.2589 -1.9497 2.5820  0.000
H: -5.9601 -3.6397 4.2081  0.000
H: -4.3534 -4.4855 5.9077  0.000
H: -2.0227 -3.6388 5.8874  0.000
H: -1.3075 -2.0028 4.1947  0.001
H: -3.3620 2.1779 4.7734  -0.001
H: -4.8211 4.0935 5.2233  0.000
H: -6.2955 4.9904 3.4348  0.000
H: -6.2270 3.9496 1.1854  0.000
H: -4.6740 2.1044 0.7259  0.000
H: -0.3922 3.4450 5.2161  0.002
H: -0.8956 5.8447 5.1491  0.000
H: -1.7691 6.8802 3.0789  0.001
H: -2.0986 5.4837 1.0524  0.001
H: -1.5742 3.0820 1.1150  0.056
H: 2.0923 0.7191 3.5092  0.011
H: 3.3723 0.0589 5.5655  0.000
H: 2.2285 0.0483 7.7597  0.000
H: -0.1732 0.6344 7.9072  0.000
H: -1.4301 1.2064 5.8538  0.000
C: 4.4924 3.7837 0.4642  -0.002
C: 3.1180 3.5401 -0.0990  -0.331
C: 2.2475 4.6232 -0.3066  0.551
C: 0.9309 4.3208 -0.7917  -0.071
C: 0.6280 3.0166 -1.0195  0.068
Br: -1.1489 2.6189 -1.6679  0.008
N: 1.4220 1.9506 -0.8604  0.240
C: 2.6963 2.2638 -0.3744  0.489
H: 4.7415 4.8457 0.4185  0.002
H: 5.2570 3.2340 -0.0878  -0.012
H: 4.5549 3.4732 1.5101  0.004
H: 2.5456 5.6379 -0.0818  0.085
H: 0.1922 5.0896 -0.9657  0.016
H: 3.3412 1.4129 -0.1896  -0.081
C: 6.7608 -1.8779 -0.3647  0.001
C: 6.0106 -1.0067 0.6504  0.001
C: 6.2215 0.4727 0.3118  -0.013
C: 6.5604 -1.2863 2.0561  0.000
C: 4.5747 -1.3257 0.6184  -0.001
C: 3.3936 -1.5651 0.5980  -0.005
H: 7.8292 -1.6469 -0.3388  0.000
H: 6.3899 -1.7003 -1.3751  0.000
H: 6.6256 -2.9355 -0.1341  0.000
H: 7.2851 0.7271 0.3474  -0.001
H: 5.6846 1.1082 1.0144  0.004
H: 5.8442 0.6938 -0.6879  0.015
H: 7.6134 -0.9990 2.1129  0.000
H: 6.4718 -2.3460 2.2998  0.000
H: 6.0035 -0.7203 2.8031  0.000
C: -2.0162 -0.8782 -4.8909  -0.001
Si: -0.4068 0.0068 -5.3021  -0.003
C: 0.1652 -0.5865 -6.9992  -0.001
C: -0.7743 1.8370 -5.5069  0.000
Sb: 1.0719 -0.2752 -3.2408  0.016
Si: 3.3156 0.3485 -4.2699  -0.014
C: 4.6742 -0.3274 -3.1559  0.029
C: 3.4093 2.2213 -4.2063  -0.005
C: 3.7326 -0.1769 -6.0343  0.000
Si: 1.2806 -2.8211 -3.4438  0.007
C: 2.8873 -3.4197 -2.6646  -0.001
C: 1.2255 -3.6177 -5.1579  0.001
C: -0.1857 -3.5097 -2.4918  0.001
H: -2.8494 -0.4447 -5.4500  0.000
H: -2.2406 -0.7837 -3.8271  0.001
H: -1.9657 -1.9432 -5.1260  0.000
H: -0.6791 -0.4660 -7.6854  0.000
H: 0.4690 -1.6308 -7.0101  0.000
H: 0.9939 0.0081 -7.3783  0.000
H: -1.3488 1.9974 -6.4241  0.000
H: 0.1362 2.4351 -5.5619  0.001
H: -1.3469 2.2101 -4.6587  -0.001
H: 4.3594 -0.3374 -2.1110  -0.020
H: 5.5630 0.3050 -3.2394  0.002
H: 4.9533 -1.3472 -3.4221  0.001
H: 3.4078 2.5633 -3.1681  0.008
H: 2.5497 2.6869 -4.6912  0.003
H: 4.3187 2.5796 -4.6978  0.000
H: 3.5374 -1.2318 -6.2220  0.000
H: 4.7979 0.0100 -6.1995  0.000
H: 3.1699 0.4020 -6.7647  0.000
H: 3.6911 -3.4082 -3.4027  0.000
H: 2.7517 -4.4511 -2.3260  0.000
H: 3.2114 -2.8217 -1.8140  0.001
H: 1.9535 -3.1871 -5.8447  0.001
H: 0.2378 -3.5261 -5.6100  0.000
H: 1.4485 -4.6836 -5.0496  0.000
H: -0.2319 -3.0997 -1.4790  0.000
H: -0.1444 -4.6010 -2.4331  0.000
H: -1.1186 -3.2205 -2.9792  0.000
C: 1.9818 -1.8648 0.5886  0.000
H: 1.6623 -2.1949 1.5819  0.003
H: 1.7665 -2.6642 -0.1234  -0.002